DFT (ωB97M-V/def2-TZVPD) results for a 27-piece molecular cluster, C11H76NO26 overall at a distorted geometry.

The geometry in XYZ format:
```
114
Properties=species:S:1:pos:R:3:mulliken_charge:R:1
O -1.96939 1.11347 3.15129 -0.583
O -2.36893 3.78188 1.81841 -0.575
O 5.28744 -0.49823 2.13915 -0.369
O -1.52334 -2.09512 -3.72751 -0.594
O 4.21079 3.86456 -1.26204 -0.579
O 2.06181 4.62948 0.34589 -0.585
O 3.10644 2.95849 -4.35808 -0.600
O 2.27477 1.42306 4.30395 -0.657
O -2.73010 -1.97368 5.22609 -0.561
O -5.78575 2.56070 -3.33272 -0.575
O 2.92047 3.80325 2.92011 -0.744
O 5.68108 -0.50710 -2.26144 -0.643
O 0.16809 3.02265 -2.90091 -0.662
O -4.32361 -4.05400 4.98537 -0.663
O 5.47824 2.73916 2.18891 -0.608
O -4.58041 -0.08320 -3.86471 -0.573
O -1.31481 2.00326 -4.90828 -0.521
O -0.60848 -6.08387 3.45678 -0.611
O -5.62911 -5.46650 1.34810 -0.633
O 2.28877 -4.41915 -1.89364 -0.573
O 1.05642 -0.84315 -4.52102 -0.566
O -5.66492 -2.34763 3.41345 -0.655
O -4.61091 0.22804 3.10239 -0.708
O 5.75188 1.75702 -0.15521 -0.641
O -0.45176 3.95128 -0.90847 -0.594
O 3.32113 -2.08740 -3.53172 -0.624
N 0.55745 -0.46747 -0.03422 1.246
C -0.14507 -1.49601 0.78911 -1.284
C 2.95717 0.00878 -0.69412 -0.375
C -2.97550 -2.69994 1.62851 0.596
C -1.83312 -3.46311 1.09695 -1.544
C 1.74703 -0.98859 -0.64499 0.087
C -0.25566 0.19137 -1.11829 -0.844
C -1.62458 0.79203 -0.69039 1.452
C -2.45904 1.36935 -1.82840 -1.742
C 2.41301 1.13194 0.10135 1.240
C 1.15499 0.67446 0.80807 -1.344
C -0.90997 -2.73223 0.06541 -0.259
H 2.23506 5.61952 0.32460 0.307
H 0.40396 -1.77908 1.66504 0.766
H -0.49460 2.64701 -3.30038 0.437
H -0.10510 3.14223 -2.04397 0.290
H 2.33053 4.58405 1.26856 0.235
H 3.01305 -2.84668 -3.14387 0.224
H -3.30905 -2.71052 4.98506 0.360
H -4.61404 -3.43826 4.31001 0.339
H 3.09078 -4.78629 -1.52745 0.290
H -5.22306 -1.49681 3.16539 0.396
H -1.38307 -2.32174 -0.73029 0.637
H -5.76088 3.24797 -4.03594 0.316
H 3.95445 2.59256 -4.16700 0.293
H 1.68291 -5.09696 -2.05981 0.254
H -1.37378 0.94912 3.95348 0.247
H 1.60593 -1.17842 -1.78894 -0.277
H 1.39992 0.28619 1.68115 1.050
H -2.60894 -1.93517 2.39382 0.004
H -5.06132 -4.10591 5.60655 0.325
H -2.84310 -1.89880 6.05796 0.184
H 6.00970 2.17489 2.68777 0.282
H 2.07046 1.84862 -0.70329 -0.645
H -1.31980 -3.10846 -3.83704 0.305
H 3.91841 -2.59512 -4.08532 0.300
H 2.45992 3.00120 3.41426 0.354
H 1.27949 -0.28985 -5.26189 0.276
H 3.57571 0.05115 -1.60681 -0.277
H -2.16811 -0.18347 -0.12887 -0.416
H -5.41403 3.01425 -2.67366 0.270
H -4.77573 -5.29401 1.88318 0.368
H 2.08511 -1.95770 -0.17429 0.437
H -3.21029 3.66712 1.40573 0.296
H -5.25351 0.68947 2.40033 0.321
H -2.28111 2.30334 -1.99772 0.766
H -3.87657 0.18726 -4.34517 0.267
H 1.92842 1.87042 5.10848 0.318
H 5.48428 2.37753 1.31337 0.346
H -0.05813 -3.29737 -0.47385 -0.005
H -5.42307 -4.89372 0.59940 0.317
H -1.10815 1.30382 -5.42271 0.205
H -3.68190 -3.54134 1.95829 -0.552
H 1.82763 -1.29758 -4.32953 0.299
H -0.56543 -1.72882 -3.93760 0.333
H -1.89381 2.23286 2.82255 0.278
H -1.22171 -3.95091 1.70069 0.645
H 5.97941 -0.16215 2.39431 0.139
H 3.10211 1.63696 0.85022 0.078
H -2.37531 -4.20343 0.49308 0.446
H 0.44437 3.99219 -0.68975 0.165
H -0.13593 -6.90893 3.16299 0.312
H -3.39015 -2.30535 0.73805 0.275
H -0.54101 -0.43992 -1.93570 -0.064
H -0.92784 -1.06510 1.35040 0.222
H 4.87062 -0.89521 -2.49966 0.346
H 4.26632 4.53147 -1.93612 0.306
H 2.73778 2.69389 -3.47277 0.273
H 3.14159 1.21277 4.05856 0.296
H 0.47079 1.51931 1.04537 -0.130
H -1.14120 4.34237 -0.36418 0.235
H -3.67578 0.67675 2.99778 0.336
H -2.29085 3.92359 2.64687 0.255
H 5.83733 0.84760 -0.52974 0.286
H 0.00552 -5.42738 3.59207 0.289
H 5.62207 -1.38274 2.19934 0.254
H -4.89437 0.63178 -3.24606 0.348
H -1.77366 2.59093 -5.52249 0.247
H 5.55776 2.55234 -0.73717 0.251
H 5.80108 0.27766 -2.73265 0.312
H -1.56545 1.48099 0.25833 -0.469
H 3.81988 -0.59873 -0.25231 0.504
H 3.38601 4.01332 -0.78838 0.332
H -6.55149 -2.36275 2.84072 0.331
H -3.61214 1.43996 -1.68394 0.216
H -2.44600 1.03371 -2.84257 0.451
H 0.37586 1.02952 -1.40481 0.504
H 3.90271 3.56916 2.82677 0.355
```

Values from the calculation:
HOMO energy: -0.45451 hartree
LUMO energy: -0.08745 Ha
spin multiplicity: 1
orbital gap: 9.988 eV
total charge: +1



DFT (ωB97M-V/def2-TZVPD) results for C11H7BF2MnN10S as an isolated structure.

The geometry in XYZ format:
```
33
Properties=species:S:1:pos:R:3:nbo_charge:R:1
Mn -0.19063 -0.58370 0.07386 1.277
S 3.89674 1.20552 -0.04274 0.388
F 0.12079 -1.62399 2.86893 -0.524
F 0.45097 0.61250 2.81842 -0.529
N 0.28412 -4.46303 -1.49663 -0.106
N -1.03707 -4.55195 -1.22804 -0.399
N -3.06642 0.26627 0.70241 -0.143
N 0.72463 -3.28634 -1.25214 -0.123
N -4.29745 -1.47894 0.33268 -0.394
N -2.23282 -0.72398 0.27286 -0.553
N -0.05620 1.63054 -0.46303 -0.532
N -4.26373 -0.18706 0.71478 -0.096
N -2.63136 -2.99938 -0.40178 -0.593
N -0.30643 -2.51794 -0.80317 -0.569
C -3.03468 -1.77207 0.05757 0.458
C 0.52095 4.31496 -0.63779 -0.149
C 1.21667 2.05007 -0.32574 0.221
C 2.18064 0.99063 -0.04383 -0.311
C -1.03523 2.51492 -0.63616 0.081
C -1.35675 -3.34413 -0.79613 0.446
C 1.53618 3.40401 -0.41517 -0.251
C -0.79236 3.87347 -0.74248 -0.283
C 2.94624 -1.11257 0.50834 -0.248
C 4.12494 -0.44704 0.35368 -0.408
C 1.80207 -0.29131 0.28892 -0.352
B 0.15846 -0.50341 2.14170 0.919
H 0.75139 5.37044 -0.71227 0.211
H -1.61592 4.55591 -0.89421 0.220
H 2.88703 -2.16892 0.72921 0.237
H 2.55999 3.73025 -0.29226 0.219
H 5.12243 -0.84738 0.44694 0.228
H -3.33095 -3.71781 -0.45594 0.422
H -2.03625 2.10147 -0.67080 0.235
```

Values from the calculation:
HOMO energy (alpha / beta): -0.18546 / -0.19058 hartree
LUMO energy (alpha / beta): 0.08555 / 0.08059 Ha
spin multiplicity: 5
orbital gap (alpha / beta): 7.375 / 7.379 eV
⟨S²⟩: 6.14
total charge: -1



| no. | DFT total energy (eV) |
| --- | --- |
| 1 | -67350.9942 |
| 2 | -74692.7130 |